Record 1
Molecular formula: C4H7NOS
Method: DFT, wB97M-V/def2-TZVPD

XYZ file:
```
14
Properties=species:S:1:pos:R:3:lowdin_charge:R:1
H -2.3453 -0.4377 0.2574 0.11
H -1.8895 1.1231 1.3091 0.07
C -0.4109 -0.4531 -1.2473 -0.09
H -0.3825 -1.6600 -1.4057 0.15
H 0.4873 -0.2596 -1.7211 0.02
O 3.1241 -1.1169 1.4706 -0.09
C 0.4998 0.1382 0.9780 0.15
H 0.5486 0.6393 1.9358 0.07
N 2.7558 -0.3317 0.6017 -0.70
H -2.2758 1.2876 -0.3359 0.09
S 3.5296 0.4147 -0.5560 0.65
C -0.4514 0.1396 0.0988 -0.45
H -1.3061 -0.0456 -1.7757 0.08
C -1.8838 0.5621 0.3902 -0.06
```

The total charge is 0. The frontier orbital gap (spin up / spin down) is 0.3053 / 0.2783 Eh. Its energy relative to the best compared isomer or geometry (same formula, charge and spin) is 6.703 eV. Its multiplicity is 1. Its maximum force is 0.0694 hartree/bohr.

Record 2
Molecular formula: C4H7NOS
Method: DFT, wB97M-V/def2-TZVPD

XYZ file:
```
14
Properties=species:S:1:pos:R:3:lowdin_charge:R:1
H -0.9013 -1.1272 0.0867 0.07
C 1.4223 0.5858 0.3714 -0.61
O 0.7076 1.7583 0.4656 -0.19
N -0.6426 1.4022 0.5652 -0.04
H 0.5908 -3.1158 -1.8239 0.06
C -0.1598 -2.8337 -1.0571 -0.09
H 2.4523 0.8743 0.2409 0.07
C -1.4262 2.4380 0.7155 0.00
H -1.0035 -3.4793 -0.8849 0.04
S 1.1701 -0.5049 -0.9537 0.91
C -0.0825 -1.6352 -0.4702 -0.52
H -2.4669 2.0773 0.6435 0.07
H -1.0578 3.5517 0.7600 0.12
H 1.3976 0.0085 1.3409 0.11
```

The total charge is 0. The frontier orbital gap is 0.3479 Eh. Its structure (SMILES) is C=CSCON=C. Its energy relative to the best compared isomer or geometry (same formula, charge and spin) is 3.720 eV. Its multiplicity is 1. Its maximum force is 0.0564 hartree/bohr.

Record 3
Molecular formula: C4H7NOS
Method: DFT, wB97M-V/def2-TZVPD

XYZ file:
```
14
Properties=species:S:1:pos:R:3:lowdin_charge:R:1
H 2.9744 -1.0031 0.3667 -0.07
H -1.4654 -1.8423 1.0065 0.15
H -0.5568 -0.8427 -1.3333 0.13
H -3.0899 0.7218 -0.0492 0.12
C -1.0220 -0.2065 -0.4648 -0.46
O -0.6039 1.1185 -0.5007 -0.08
N 1.6460 0.7527 0.3856 -0.33
H 0.5476 2.5227 0.6695 0.17
C -2.5310 -0.2727 -0.1540 -0.09
C -1.4753 -0.6589 0.8643 -0.16
H -1.2458 -0.3535 1.8531 0.09
H -3.2229 -1.1824 -0.5430 0.14
S 1.6358 -0.8757 -0.2046 0.71
C 0.5606 1.4337 0.1894 -0.32
```

The total charge is 0. The frontier orbital gap is 0.3499 Eh. Its structure (SMILES) is S/N=C\OC1CC1. Its energy relative to the best compared isomer or geometry (same formula, charge and spin) is 3.864 eV. Its multiplicity is 1. Its maximum force is 0.0982 hartree/bohr.

Record 4
Molecular formula: C4H7NOS
Method: DFT, wB97M-V/def2-TZVPD

XYZ file:
```
14
Properties=species:S:1:pos:R:3:lowdin_charge:R:1
H -2.0747 0.8309 0.4475 0.12
H -0.2661 -1.9680 -1.9181 0.07
C -0.1049 -0.9581 -1.4880 -0.72
C 0.8233 -0.4293 1.7882 -0.01
H 1.5218 -0.1842 0.9418 0.08
H -0.6068 1.3379 -0.3996 0.11
N -1.0019 -0.7159 -0.5182 -0.07
C -0.3429 0.5174 1.5902 -0.41
H -1.6857 -1.4348 -0.3429 0.14
S 1.1437 -0.0060 -1.9959 0.60
H 1.3077 -0.1996 2.7523 0.09
O -0.7383 1.2723 2.4660 0.07
H 0.5397 -1.4474 1.6558 0.07
C -1.0614 0.5356 0.2259 -0.13
```

The total charge is 0. The frontier orbital gap is 0.3407 Eh. Its structure (SMILES) is CC(=O)CNC=S. Its energy relative to the best compared isomer or geometry (same formula, charge and spin) is 0.519 eV. Its multiplicity is 1. Its maximum force is 0.0427 hartree/bohr.

Record 5
Molecular formula: C4H7NOS
Method: DFT, wB97M-V/def2-TZVPD

XYZ file:
```
14
Properties=species:S:1:pos:R:3:lowdin_charge:R:1
S 0.1249 -1.5679 -0.5433 1.01
H 1.6342 1.4179 -1.5775 0.11
H -1.0802 0.4498 -0.8600 0.07
H -0.8811 -2.4417 1.3757 0.07
H 0.1842 0.2850 -2.3070 0.12
N 1.9185 -1.3506 -0.0663 -0.14
C 1.2283 1.0199 -0.6533 -0.14
H -1.6316 -0.6987 0.8117 0.07
H 0.0505 -0.9352 1.6388 0.03
H 0.8817 1.7106 0.1162 0.11
C -0.0102 0.2384 -1.1486 -0.34
O 3.3570 0.2434 0.2939 -0.02
C 2.2027 -0.0555 -0.0430 -0.68
C -0.7367 -1.3572 1.0531 -0.28
```

The total charge is 0. The frontier orbital gap is 0.3308 Eh. Its energy relative to the best compared isomer or geometry (same formula, charge and spin) is 2.934 eV. Its multiplicity is 1. Its maximum force is 0.0803 hartree/bohr.

Record 6
Molecular formula: C4H7NOS
Method: DFT, wB97M-V/def2-TZVPD

XYZ file:
```
14
Properties=species:S:1:pos:R:3:lowdin_charge:R:1
H -1.7918 1.5670 0.7869 0.14
H -2.9948 -0.6013 -0.4320 0.03
C -0.9062 0.9203 0.4958 -0.09
S 1.5012 0.1176 -0.0695 0.73
C 0.3703 1.3339 0.3401 -0.24
C 0.9373 -0.9841 -1.2151 -0.22
C -1.4060 -0.4774 0.4663 -0.30
H 2.5013 1.1075 -0.1990 0.06
N -2.4392 -1.1740 0.1768 0.10
H -0.8414 -1.0853 1.2288 0.12
H 1.1129 -0.6855 -2.2535 0.03
H 0.7328 2.3362 0.4796 0.08
H 1.4264 -1.8213 -0.9821 -0.04
O 1.7974 -0.5537 1.1770 -0.40
```

The total charge is 0. The frontier orbital gap is 0.3010 Eh. Its structure (SMILES) is [H]/N=C\C=C/[S@H](=C)=O. Its energy relative to the best compared isomer or geometry (same formula, charge and spin) is 6.393 eV. Its multiplicity is 1. Its maximum force is 0.0923 hartree/bohr.

Record 7
Molecular formula: C4H7NOS
Method: DFT, wB97M-V/def2-TZVPD

XYZ file:
```
14
Properties=species:S:1:pos:R:3:lowdin_charge:R:1
H 0.3666 -1.5057 0.1262 0.07
H 0.8598 1.8222 -2.1007 0.15
N 0.9940 1.3491 -1.1267 0.06
C 0.7735 -0.5650 0.3514 -0.18
H -0.0023 0.9076 2.0140 0.12
H 1.7847 1.6835 -0.6364 0.09
C -1.3976 -0.2854 1.3578 -0.01
O -1.0890 -1.7342 -1.5296 -0.65
C -0.1636 0.0463 1.3100 -0.23
H -1.9820 -0.9272 0.6861 0.08
S -0.5387 -0.5696 -2.1620 0.87
C 0.4917 0.1223 -0.9665 -0.58
H -1.9174 0.4286 2.0837 0.09
H 1.8205 -0.7725 0.5927 0.13
```

The total charge is 0. The frontier orbital gap (spin up / spin down) is 0.2962 / 0.2962 Eh. Its energy relative to the best compared isomer or geometry (same formula, charge and spin) is 3.114 eV. Its multiplicity is 1. Its maximum force is 0.0926 hartree/bohr.

Record 8
Molecular formula: C4H7NOS
Method: DFT, wB97M-V/def2-TZVPD

XYZ file:
```
14
Properties=species:S:1:pos:R:3:lowdin_charge:R:1
C -1.4024 0.7180 -0.0444 0.02
C -0.0281 0.4849 -0.0916 -0.41
H -2.1703 -0.0860 0.0415 0.04
H 0.5961 2.4798 -0.5476 0.16
N 0.5022 -0.7613 -0.2189 -0.45
O 2.1718 0.9618 -0.3966 -0.45
H -0.9307 -2.0978 -0.9860 0.11
H -1.8155 1.7042 0.2194 0.05
H 0.4075 -2.6331 0.3629 0.09
C -0.3421 -1.9066 -0.0404 -0.11
S 2.2099 -0.6887 -0.0540 0.99
H 0.9790 1.8759 1.0425 0.11
H -1.1740 -1.6274 0.7012 0.09
C 0.9966 1.5763 0.0119 -0.24
```

The total charge is 0. The frontier orbital gap is 0.2859 Eh. Its structure (SMILES) is C=C1COSN1C. Its energy relative to the best compared isomer or geometry (same formula, charge and spin) is 3.352 eV. Its multiplicity is 1. Its maximum force is 0.0814 hartree/bohr.

Record 9
Molecular formula: C4H7NOS
Method: DFT, wB97M-V/def2-TZVPD

XYZ file:
```
14
Properties=species:S:1:pos:R:3:lowdin_charge:R:1
O 3.7476 0.0107 0.8121 -0.46
N -0.3401 -0.0236 -0.1316 -0.06
H 2.2002 2.2238 -0.7139 0.08
H 2.3117 -2.2061 0.0938 0.02
C 1.6504 1.3372 -0.2407 -0.25
C -1.6756 -0.1090 0.3150 -0.11
H 1.2828 -1.5292 -1.2224 0.07
S 2.7880 -0.0045 -0.2869 0.84
H -0.3779 1.9391 -0.2470 0.10
C 1.8535 -1.3481 -0.2721 -0.15
H -2.0368 0.8385 0.3412 0.04
H -2.2549 -0.7153 -0.3831 0.09
H -1.7467 -0.5542 1.2317 0.06
C 0.2659 1.1062 -0.3709 -0.26
```

The total charge is 0. The frontier orbital gap (spin up / spin down) is 0.2677 / 0.2453 Eh. Its structure (SMILES) is C=S(=O)=C/C=N/C. Its energy relative to the best compared isomer or geometry (same formula, charge and spin) is 5.875 eV. Its multiplicity is 1. Its maximum force is 0.0684 hartree/bohr.

Record 10
Molecular formula: C4H7NOS2
Method: DFT, wB97M-V/def2-TZVPD

XYZ file:
```
15
Properties=species:S:1:pos:R:3:lowdin_charge:R:1
H -3.5868 0.9010 -0.6655 0.00
H 2.8103 -0.3415 1.3919 0.15
C -3.6947 0.1563 0.1002 -0.52
O 1.0917 1.0545 0.1345 -0.11
H -4.0822 0.5606 1.2850 0.14
C 2.6471 -0.8067 0.1870 -0.44
S -2.3254 -0.8121 -0.1048 0.77
N -1.0770 0.2898 0.0479 -0.29
H 3.3711 -1.7644 -0.1647 0.13
H 2.9904 1.4086 0.2165 0.10
H -4.2847 -0.7280 -0.5904 0.08
H 2.6010 0.8993 -1.4749 0.15
C 0.1482 0.0477 -0.0082 -0.75
S 0.9810 -1.5587 -0.0229 0.87
C 2.4099 0.6935 -0.3316 -0.26
```

The total charge is 0. The frontier orbital gap is 0.3159 Eh. Its structure (SMILES) is CS/N=C1/OCCS1. Its energy relative to the best compared isomer or geometry (same formula, charge and spin) is 4.353 eV. Its multiplicity is 1. Its maximum force is 0.0831 hartree/bohr.

Record 11
Molecular formula: C4H7NOSi
Method: DFT, wB97M-V/def2-TZVPD

XYZ file:
```
14
Properties=species:S:1:pos:R:3:lowdin_charge:R:1
C -1.0225 0.0126 -0.3280 -0.53
O -1.8862 -0.3933 -1.3100 0.01
C -2.7012 1.3322 -0.2988 -0.11
H -3.3867 2.1163 -0.0960 0.10
H 1.8344 0.9368 0.5821 -0.03
H 0.1698 -2.3196 -0.2630 -0.06
C 1.7078 0.0482 1.0411 -0.27
H 1.4532 0.1568 2.0013 -0.04
H 2.0991 -0.4485 -1.7288 -0.01
H -3.7695 0.4770 -1.9099 0.14
C -2.8686 0.4836 -1.2920 -0.15
H 2.6532 -0.5430 1.2488 0.06
Si 0.4848 -0.9330 -0.0315 0.78
N -1.4798 1.0122 0.3019 0.10
```

The total charge is 0. The frontier orbital gap is 0.2982 Eh. Its energy relative to the best compared isomer or geometry (same formula, charge and spin) is 5.068 eV. Its multiplicity is 1. Its maximum force is 0.1037 hartree/bohr.

Record 12
Molecular formula: C4H7NOSi
Method: DFT, wB97M-V/def2-TZVPD

XYZ file:
```
14
Properties=species:S:1:pos:R:3:lowdin_charge:R:1
C 2.1182 -0.7407 0.0006 -0.26
C 0.8204 1.2417 -0.0056 -0.13
H -2.4905 -1.1388 -1.1600 -0.07
N 0.9817 -1.3029 0.3091 0.09
H -3.5210 -0.9322 0.8881 -0.03
Si -2.7242 -0.0502 -0.1551 0.59
H 0.8070 -2.0045 0.9550 0.05
C -0.1243 0.5146 0.6285 -0.06
H -3.2639 1.0972 -0.9828 -0.06
C 2.0256 0.6172 -0.3709 -0.15
H 2.7498 1.3838 -0.7348 0.10
H 3.1183 -1.2662 -0.1323 0.13
O -1.4389 0.3013 0.7995 -0.29
H 0.9419 2.2796 -0.0392 0.09
```

The total charge is 0. The frontier orbital gap is 0.3000 Eh. Its energy relative to the best compared isomer or geometry (same formula, charge and spin) is 5.100 eV. Its multiplicity is 1. Its maximum force is 0.0888 hartree/bohr.